(1)
Molecular formula: C40H45BGeN7O4Ru
Method: DFT, the ωB97M-V functional and the def2-TZVPD basis

```
99
Properties=species:S:1:pos:R:3:forces:R:3
Ru -0.4408 0.3350 -0.1435 -0.29 0.05 0.35
C -1.1793 2.3928 -3.0871 0.03 0.04 0.01
C -2.2549 1.6658 -2.3603 0.01 0.08 -0.08
C -3.6226 1.7612 -2.5523 0.08 -0.08 0.02
C -4.1997 0.8303 -1.6962 0.07 0.02 0.04
C -5.6411 0.5425 -1.4686 -0.01 -0.02 -0.01
N -3.2160 0.2112 -1.0352 -0.09 -0.19 -0.20
N -2.0122 0.7273 -1.4244 -0.16 0.09 0.24
B -3.2503 -1.0649 -0.1527 -0.06 0.20 0.01
N -2.1419 -2.0021 -0.6846 -0.09 -0.10 0.00
N -0.8409 -1.6106 -0.6979 0.26 -0.10 -0.15
C -0.1115 -2.5713 -1.2803 0.04 -0.13 0.01
C 1.3605 -2.4484 -1.4650 0.04 0.01 -0.01
C -0.9625 -3.6154 -1.6301 0.01 0.09 0.05
C -2.2354 -3.2213 -1.2421 0.07 0.02 0.04
C -3.5222 -3.9572 -1.3684 -0.02 -0.01 -0.01
N -2.9511 -0.6730 1.2996 0.01 -0.32 0.14
N -1.6754 -0.3406 1.6474 -0.12 0.38 -0.23
C -1.6095 -0.3502 2.9845 -0.01 -0.04 0.07
C -0.3672 -0.0984 3.7619 0.06 0.03 -0.01
C -2.8592 -0.6851 3.5007 0.00 0.00 -0.10
C -3.6809 -0.8937 2.4073 0.04 0.05 -0.01
C -5.1171 -1.2821 2.3709 -0.02 -0.03 0.00
H -1.1127 3.4303 -2.7518 0.02 -0.01 0.02
H -1.4157 2.4157 -4.1502 -0.01 0.01 0.01
H -0.2101 1.9143 -2.9661 -0.02 0.00 -0.04
H -4.1365 2.4076 -3.2417 0.00 0.02 -0.02
H -6.2384 1.0166 -2.2432 0.00 0.01 -0.01
H -5.9548 0.9443 -0.5043 -0.01 -0.01 0.01
H -5.8445 -0.5263 -1.4726 -0.01 -0.01 0.00
H -4.3053 -1.5989 -0.2442 -0.08 0.01 0.03
H 1.7016 -1.4242 -1.3195 0.00 -0.01 -0.02
H 1.6393 -2.7690 -2.4676 0.00 0.00 0.00
H 1.8851 -3.0855 -0.7519 0.00 0.01 0.00
H -0.6927 -4.5437 -2.1019 0.01 -0.01 -0.02
H -3.3476 -4.9178 -1.8461 0.00 -0.01 0.00
H -4.2387 -3.3972 -1.9691 0.00 0.00 0.00
H -3.9692 -4.1341 -0.3904 -0.01 0.00 0.01
H 0.5036 -0.4699 3.2282 0.00 0.00 0.03
H -0.4295 -0.6173 4.7167 0.00 0.01 0.00
H -0.2351 0.9612 3.9744 0.03 0.09 -0.03
H -3.1243 -0.7768 4.5394 -0.01 -0.01 0.02
H -5.4887 -1.4036 3.3853 0.00 0.00 0.00
H -5.2637 -2.2201 1.8363 -0.01 -0.01 0.00
H -5.7157 -0.5165 1.8771 -0.01 0.00 -0.01
O 1.6077 1.6849 -1.3939 -0.06 0.00 -0.04
C 0.9940 2.5737 -0.8322 -0.01 0.09 -0.57
C 1.1805 4.0621 -0.9172 0.20 -0.01 0.38
C -0.0054 4.6251 -0.1262 -0.08 0.01 -0.07
C -0.8729 3.4228 0.2226 -0.06 0.21 0.27
O -1.9753 3.4032 0.7001 0.03 -0.01 -0.05
N -0.1539 2.2717 -0.1131 0.15 -0.44 -0.32
H 1.1915 4.3576 -1.9663 0.01 -0.05 -0.01
H 2.1580 4.3169 -0.4954 -0.07 -0.01 -0.01
H -0.6074 5.3423 -0.6833 0.00 0.01 0.02
H 0.2949 5.1028 0.8088 0.00 -0.04 0.00
O 1.1505 -0.1320 0.8719 -0.28 -0.13 -0.24
C 1.9757 0.7168 1.4881 0.25 0.33 0.06
O 1.8639 1.9156 1.3817 0.11 -0.20 0.23
C 3.0789 0.1286 2.3268 -0.05 0.03 -0.07
C 3.5211 1.1513 3.3725 -0.07 0.15 -0.13
Ge 3.7758 3.0439 2.7829 0.59 0.18 0.48
C 5.2989 3.6294 3.9209 -0.21 -0.19 -0.36
C 6.5161 2.9866 3.6933 0.07 -0.04 -0.10
C 7.6561 3.3189 4.4061 0.03 0.04 0.06
C 7.5993 4.3183 5.3695 -0.04 -0.01 -0.02
C 6.3973 4.9646 5.6125 0.06 0.00 0.03
C 5.2597 4.6186 4.8934 -0.20 0.08 0.19
C 2.2790 4.2609 3.1548 -0.09 -0.12 -0.15
C 0.9680 3.8111 3.3060 -0.05 0.03 0.09
C -0.0895 4.6899 3.4926 0.00 0.03 0.07
C 0.1472 6.0574 3.5270 -0.01 -0.02 0.02
C 1.4438 6.5281 3.3815 -0.03 0.04 -0.01
C 2.4942 5.6381 3.2002 0.09 0.03 -0.05
C 4.4552 3.3658 0.9621 -0.11 -0.10 0.16
C 4.5323 2.4093 -0.0450 -0.06 -0.10 -0.03
C 5.0405 2.7201 -1.2986 0.00 0.03 -0.05
C 5.4714 4.0089 -1.5734 -0.01 -0.02 -0.01
C 5.4024 4.9778 -0.5824 0.00 0.03 -0.01
C 4.9074 4.6530 0.6719 0.07 0.07 0.04
H 3.9002 -0.1096 1.6438 -0.03 -0.04 -0.02
H 2.7534 -0.8227 2.7518 -0.01 0.01 0.04
H 4.4578 0.8445 3.8364 -0.01 -0.02 0.00
H 2.7707 1.1914 4.1678 0.06 0.03 0.06
H 6.5891 2.2166 2.9297 -0.01 0.00 -0.01
H 8.5879 2.8052 4.2085 0.02 0.00 0.00
H 8.4867 4.5887 5.9262 0.01 0.00 0.01
H 6.3402 5.7396 6.3657 0.01 0.01 0.01
H 4.3273 5.1248 5.1208 0.03 -0.01 -0.03
H 0.7597 2.7535 3.2550 -0.03 -0.07 0.05
H -1.0975 4.3092 3.6035 0.00 0.00 -0.01
H -0.6713 6.7501 3.6722 -0.01 0.01 0.00
H 1.6412 7.5917 3.4119 0.00 0.02 0.00
H 3.4963 6.0367 3.0935 -0.01 -0.01 0.01
H 4.1805 1.3989 0.1250 0.05 0.04 -0.02
H 5.0928 1.9545 -2.0616 0.00 -0.01 -0.02
H 5.8673 4.2560 -2.5497 0.00 0.00 -0.01
H 5.7464 5.9846 -0.7812 0.00 0.01 0.00
H 4.8966 5.4181 1.4402 0.00 -0.01 0.00
```
Forces are in eV/Å.

Results
HOMO level (alpha / beta) = -0.3888 / -0.3888 Eh
LUMO (alpha / beta) = -3.1 / -5.9 eV
spin multiplicity = 5
gap between HOMO and LUMO (alpha / beta) = 7.50 / 4.64 eV
calculated total energy = -4432.057139 Ha
⟨S²⟩ = 6.0200
charge = +1

=====

(2)
Molecular formula: C40H45BMnN6O
Method: DFT, the ωB97M-V functional and the def2-TZVPD basis

```
94
Properties=species:S:1:pos:R:3:forces:R:3
Mn -0.0615 0.8298 0.0568 -0.24 0.51 0.26
C -2.6101 4.2494 3.6816 -2.01 0.09 -2.35
C -2.4793 3.1779 2.6095 -0.51 -2.05 0.20
C -3.4400 2.1739 2.3933 -0.94 -0.16 0.79
C -2.8728 1.1884 1.5506 -1.59 0.85 -0.32
N -1.6579 1.5487 1.1800 1.19 1.99 1.97
N -1.3968 2.8130 1.9024 1.11 -0.40 -1.44
B -0.1097 3.6961 1.4665 -0.67 -1.45 -0.31
N 1.1666 2.8568 1.8339 0.04 -1.62 -1.14
N 1.6746 1.8695 0.9328 -0.72 0.71 0.13
C 2.8466 1.4576 1.4313 -0.55 1.15 2.45
C 3.0618 2.0477 2.7529 -0.89 -0.80 -2.78
C 1.9409 2.8589 2.9154 1.11 1.06 2.04
C 1.6333 3.7219 4.1582 1.04 1.11 -2.21
C 3.7881 0.5785 0.7755 -0.72 -0.75 -0.32
C 3.4232 -0.2466 -0.3153 1.90 1.43 1.18
C 4.4031 -0.9817 -0.9307 0.15 -0.74 -1.22
C 5.7052 -1.1072 -0.4510 -1.28 1.60 1.31
C 5.9819 -0.3237 0.6770 1.47 -0.76 0.21
C 5.0734 0.5344 1.2825 0.78 -0.72 -0.35
N -0.1755 3.7660 -0.1231 -0.47 -1.08 -0.19
N -0.5491 2.6255 -0.8964 1.63 0.94 1.49
C -0.1774 2.8983 -2.1614 -0.05 0.42 -0.25
C 0.3794 4.1825 -2.2380 -0.32 -0.67 -0.24
C 0.3289 4.7075 -0.9325 -0.46 -1.54 -0.99
C 0.6711 6.0362 -0.4576 1.58 1.32 0.64
C -0.4130 1.8746 -3.2110 0.45 0.68 -0.62
C -0.8973 0.6293 -2.8358 0.36 -0.90 -0.72
C -0.8765 -0.4519 -3.7485 -0.12 1.01 -0.03
C -0.5192 -0.1717 -5.0633 0.33 -0.36 0.23
C -0.1328 1.0968 -5.4939 0.17 -0.39 -0.58
C -0.0708 2.1204 -4.5717 -0.32 -0.39 0.78
C -3.6865 0.1798 0.8277 -0.02 -1.45 -0.17
C -3.1265 -0.8564 -0.0143 0.21 2.64 0.91
C -3.9556 -1.5063 -0.8885 -0.46 -0.91 0.73
C -5.3365 -1.3252 -0.7883 0.74 -0.92 -0.81
C -5.8873 -0.4119 0.0861 -1.62 -0.56 -1.44
C -5.0958 0.3198 0.9147 1.97 0.06 -0.18
H -3.4491 4.9255 3.3318 1.00 -0.47 0.39
H -3.0166 3.7637 4.5468 0.24 -0.15 0.66
H -1.7456 4.8348 3.8433 0.92 0.40 0.31
H -4.4825 2.1155 2.8376 1.80 0.25 -0.55
H -0.0577 4.7946 1.9678 -0.27 -0.54 -0.05
H 3.9681 1.8398 3.3170 -0.75 0.43 0.29
H 2.5189 3.8440 4.7578 0.46 -0.43 0.23
H 1.4562 4.7847 3.8248 -0.55 -1.14 0.41
H 0.8768 3.2793 4.7604 -0.90 -0.03 0.34
H 2.4790 -0.1512 -0.7620 -1.19 -0.08 -0.43
H 4.1468 -1.4118 -1.8904 -0.02 -0.44 0.07
H 6.4403 -1.7172 -0.9196 0.38 -0.30 -0.25
H 6.9775 -0.4029 1.1399 -0.42 0.12 -0.35
H 5.4536 1.1080 2.1347 -0.53 -0.10 -0.45
H 0.7702 4.5904 -3.1679 -0.22 0.32 0.54
H 0.2557 6.2255 0.5475 0.23 0.07 -0.65
H 1.7948 6.1410 -0.4041 -1.04 -0.15 0.13
H 0.3690 6.8142 -1.1665 -0.20 -0.22 0.20
H -1.3644 0.5074 -1.8648 -0.08 -0.20 0.25
H -1.1464 -1.4634 -3.4628 -0.12 0.14 0.17
H -0.4713 -0.9654 -5.7873 -0.17 -0.31 -0.09
H 0.1713 1.1884 -6.5703 -0.42 0.32 1.28
H 0.1950 3.0997 -4.9069 0.32 0.48 0.09
H -2.0338 -1.0068 -0.0434 -0.78 -0.07 0.10
H -3.5453 -2.2870 -1.5137 -0.02 0.04 -0.24
H -5.9225 -2.0031 -1.4105 -0.28 0.60 0.11
H -6.9641 -0.2311 -0.0745 0.54 -0.09 0.85
H -5.5165 1.0316 1.5824 -0.29 0.47 0.19
C 0.9640 -4.8769 -2.4005 -0.29 -1.00 0.34
C 0.1900 -5.4866 -3.5710 -0.95 1.04 -0.15
C -0.8224 -4.3436 -3.8915 0.38 0.04 0.25
O -1.1907 -3.7448 -2.6169 1.19 -0.81 0.21
C -0.1582 -4.1378 -1.6364 -0.67 -1.15 -0.02
H 1.7378 -4.2139 -2.7647 0.07 0.38 -0.12
H 1.5000 -5.6946 -1.8471 -0.68 0.90 -0.06
H -0.3684 -6.3810 -3.3036 0.06 -0.08 0.26
H 0.8211 -5.7307 -4.4112 0.16 0.00 -0.34
H -1.7382 -4.6700 -4.4284 0.58 0.25 0.40
H -0.2999 -3.5430 -4.4458 -0.24 -0.37 -0.25
H -0.6432 -4.8420 -0.9143 0.26 0.40 -0.52
H 0.1628 -3.2831 -1.0603 0.08 0.32 -0.26
C 0.6864 -2.5027 3.4070 -1.40 -0.40 0.49
C 0.4093 -3.3192 2.1066 -0.29 0.18 0.38
C -1.0063 -3.9110 2.2245 -0.36 0.14 0.32
C 1.4309 -4.4351 1.8610 0.93 -0.72 0.06
C 0.3289 -2.2780 1.0398 -0.10 2.75 -0.30
C 0.1335 -1.1730 0.4898 0.64 -0.76 0.80
H 0.3522 -3.1456 4.2934 0.88 0.92 -1.05
H 0.0230 -1.6119 3.3750 0.29 -0.56 0.21
H 1.6966 -2.1162 3.4736 0.28 -0.30 0.15
H -1.0646 -4.6770 3.0415 -0.06 0.95 -0.48
H -1.2033 -4.4315 1.3060 -0.33 -0.36 -0.50
H -1.7668 -3.0839 2.2916 0.65 -0.95 0.34
H 1.4492 -5.2403 2.6487 -0.41 1.03 -0.41
H 2.4837 -4.0392 1.8523 -1.01 -0.30 -0.36
H 1.1849 -4.9920 0.9270 0.39 0.59 0.43
```
Forces are in eV/Å.

Results
HOMO level (alpha / beta) = -0.3971 / -0.3967 Eh
relative energy (zero: lowest compared OMol25 entry of this formula, charge and spin) = 183.7 kJ/mol
LUMO (alpha / beta) = -5.9 / -3.5 eV
spin multiplicity = 5
gap between HOMO and LUMO (alpha / beta) = 4.92 / 7.33 eV
calculated total energy = -3130.584589 Ha
⟨S²⟩ = 6.1278
charge = +1

=====

(3)
Molecular formula: C40H45CaF6N5O5S4
Method: DFT, the ωB97M-V functional and the def2-TZVPD basis

```
106
Properties=species:S:1:pos:R:3:forces:R:3
Ca -0.0897 1.7664 1.5088 1.69 1.20 -0.21
C 4.2831 4.3695 2.5423 -0.08 0.04 -0.13
C 3.9972 4.8996 1.1318 0.03 -0.07 0.09
S 2.5613 4.2611 0.2142 -0.08 0.00 0.02
C 3.3442 3.2592 -1.0885 -0.01 -0.10 0.01
C 2.8699 1.7991 -1.1534 0.03 0.33 0.08
S 2.7636 0.9253 0.4061 -0.07 -0.23 -0.14
C 4.5026 0.7276 0.8281 0.09 -0.05 0.05
C 5.2505 1.9365 1.4071 -0.09 -0.11 -0.10
S 4.3512 2.5898 2.8226 -0.12 -0.02 0.19
H 3.4991 4.6850 3.2341 -0.02 0.02 -0.06
H 5.2146 4.8321 2.8756 0.00 0.05 0.00
H 4.8651 4.7704 0.4854 0.02 0.01 0.01
H 3.8457 5.9757 1.2178 0.00 0.03 0.01
H 4.4196 3.3170 -0.9413 0.01 -0.04 -0.05
H 3.1321 3.7310 -2.0473 -0.01 0.03 -0.06
H 3.4891 1.2321 -1.8532 0.00 0.03 -0.02
H 1.8449 1.7814 -1.5155 0.01 0.09 -0.01
H 5.0013 0.3519 -0.0673 0.10 -0.03 0.03
H 4.5039 -0.0833 1.5566 0.04 -0.02 0.04
H 5.3875 2.7154 0.6608 0.00 -0.05 0.05
H 6.2414 1.6103 1.7234 0.06 -0.03 -0.06
C -2.8961 1.3605 5.9791 -0.02 -0.02 -0.05
C -1.5510 1.8434 6.5034 0.09 0.09 -0.24
N -0.8579 2.7040 5.5301 -0.11 -0.12 0.00
C -1.3119 4.0964 5.5179 0.21 -0.12 0.08
C -0.4607 4.9896 6.4101 0.05 0.03 0.00
C 0.0369 2.2072 4.6580 0.08 -0.25 0.07
S 0.8252 3.2701 3.5200 -0.06 -0.07 0.81
N 0.3457 0.8935 4.8307 -0.09 0.43 -0.10
C 0.4889 -0.0141 3.8914 -0.41 0.04 -0.32
O 0.1558 0.0981 2.6630 0.42 -1.27 1.81
C 0.9822 -1.3606 4.3264 0.11 0.16 -0.04
C 0.9672 -2.4110 3.4140 0.07 -0.09 0.00
C 1.4214 -3.6686 3.7952 -0.03 0.09 0.00
C 1.8968 -3.8722 5.0851 -0.02 0.06 -0.02
C 1.9200 -2.8187 5.9935 -0.01 -0.02 -0.08
C 1.4617 -1.5660 5.6149 0.03 -0.08 0.09
H -3.3752 0.7069 6.7114 0.03 0.03 -0.02
H -2.7608 0.8016 5.0515 0.01 0.00 0.04
H -3.5750 2.1898 5.7710 0.03 -0.02 0.00
H -0.9132 0.9959 6.7158 0.14 -0.09 0.04
H -1.6687 2.4217 7.4226 -0.02 0.04 -0.03
H -2.3470 4.0875 5.8589 -0.03 0.03 0.00
H -1.3017 4.4576 4.4976 0.03 0.02 -0.18
H -0.5422 4.6989 7.4604 0.01 0.00 -0.04
H -0.7806 6.0317 6.3183 0.01 -0.10 0.03
H 0.5874 4.9255 6.1115 -0.07 0.01 0.00
H 0.6057 -2.2194 2.4098 0.01 -0.02 0.07
H 1.4097 -4.4850 3.0819 0.01 0.04 0.04
H 2.2542 -4.8504 5.3832 0.00 0.01 -0.01
H 2.3006 -2.9738 6.9951 -0.01 -0.01 0.00
H 1.4723 -0.7347 6.3087 0.00 -0.03 -0.03
C -5.5332 -1.1219 -3.0707 0.02 -0.07 0.05
C -4.9986 0.2831 -3.3130 0.15 -0.08 0.13
N -3.7444 0.5545 -2.5992 0.07 -0.07 -0.17
C -3.8080 1.0987 -1.3602 -0.05 -0.31 -0.03
C -2.7426 1.4137 -0.5791 0.16 -0.10 -0.11
C -3.0874 1.8651 0.8531 0.48 0.30 0.34
O -4.2651 1.7676 1.1783 0.21 0.13 0.01
O -2.0974 2.2755 1.5644 -2.24 -0.08 -0.61
C -1.4297 1.2557 -1.1480 0.23 0.30 0.14
O -0.3609 1.6568 -0.6269 -0.57 -0.24 -1.25
C -1.3581 0.5790 -2.4439 0.08 0.19 0.14
C -0.1015 0.3267 -3.0146 0.09 0.12 -0.01
C -0.0194 -0.2648 -4.2344 -0.05 -0.19 0.19
F 1.1619 -0.4147 -4.8541 0.29 0.21 0.06
C -1.1484 -0.8131 -4.8577 -0.27 -0.54 -0.28
C -2.3927 -0.5532 -4.3113 -0.14 0.18 -0.16
C -2.5083 0.2119 -3.1347 -0.40 -0.16 0.02
N -0.9804 -1.6696 -5.9621 0.35 0.58 -0.18
C -2.0575 -1.9678 -6.8697 0.04 -0.37 0.39
C -2.6780 -3.3389 -6.4791 0.19 -0.14 0.15
N -1.6981 -4.0324 -5.5625 0.03 0.27 -0.37
C -0.3153 -4.0147 -6.1672 -0.26 -0.01 0.20
C 0.1756 -2.5611 -6.0675 -0.27 0.00 -0.01
H -6.4729 -1.2701 -3.6093 0.09 0.02 0.03
H -5.7224 -1.2788 -2.0061 0.02 0.02 -0.09
H -4.8202 -1.8856 -3.3941 -0.06 0.05 0.03
H -5.7200 1.0187 -2.9691 -0.04 0.06 0.03
H -4.8369 0.4786 -4.3707 0.02 0.00 -0.09
H -4.7991 1.2449 -0.9415 0.06 0.05 -0.05
H 0.8013 0.6118 -2.4883 -0.16 -0.03 -0.10
H -3.2799 -0.9438 -4.7967 0.09 0.02 0.13
H -1.6886 -2.0039 -7.8964 0.08 -0.02 0.01
H -2.8217 -1.1982 -6.8220 0.03 0.07 -0.06
H -2.8277 -3.9936 -7.3332 -0.04 -0.02 -0.06
H -3.6136 -3.2459 -5.9339 -0.05 0.04 0.04
H -2.0024 -4.9760 -5.3431 0.00 -0.13 0.03
H -1.6511 -3.5070 -4.6856 0.11 -0.05 0.30
H -0.4190 -4.3768 -7.1858 -0.03 -0.01 -0.10
H 0.3178 -4.6953 -5.6055 0.06 -0.03 0.11
H 0.8018 -2.3277 -6.9294 -0.01 0.05 -0.05
H 0.7876 -2.4687 -5.1823 0.05 -0.01 0.11
F 1.5608 -5.4179 -2.8430 -0.08 0.05 -0.06
C 2.4522 -4.4236 -2.3079 0.35 -0.21 -0.13
C 2.0796 -3.9377 -0.9793 0.50 -0.21 0.01
F 2.9816 -3.6651 0.0083 0.00 -0.02 -0.13
C 0.6656 -3.7950 -0.6206 -0.86 0.32 0.13
F -0.0904 -4.7929 -0.1102 -0.07 0.00 0.00
C 0.1921 -2.3723 -0.6237 0.61 -0.21 -0.32
O -0.1530 -1.4015 -0.0292 -0.42 -0.02 0.13
C 0.4243 -2.9852 -1.9589 -0.29 0.38 0.60
F -0.5929 -3.1492 -2.8818 -0.23 -0.10 -0.32
C 1.8510 -3.1027 -2.2750 0.29 0.31 -0.29
F 2.5156 -1.9342 -2.6043 -0.19 -0.18 -0.10
```
Forces are in eV/Å.

Results
HOMO level = -0.2505 Eh
relative energy (zero: lowest compared OMol25 entry of this formula, charge and spin) = 41.9 kJ/mol
LUMO = -1.0 eV
spin multiplicity = 1
gap between HOMO and LUMO = 5.82 eV
calculated total energy = -5070.696449 Ha